Record 1
# C17H20Cl5N8O7S4Ta

A molecular structure, C17H20Cl5N8O7S4Ta in a non-equilibrium geometry (ωB97M-V/def2-TZVPD, the Open Molecules 2025 dataset).

```
! wB97M-V def2-TZVPD RIJCOSX def2/J DEFGRID3
* xyz 0 1
Ta 1.6384 -0.9127 0.9125
Cl 1.2873 6.2981 2.8464
C 1.1016 4.6671 2.3392
C 2.1794 3.7853 2.4201
Cl 3.6967 4.3155 3.0239
C 2.0145 2.4664 2.0081
Cl 3.3015 1.3372 2.1161
C 0.7880 2.0054 1.5277
O 0.6537 0.7273 1.1796
C -0.2806 2.8984 1.4269
Cl -1.7652 2.3361 0.7759
C -0.1178 4.2214 1.8379
Cl -1.4430 5.3129 1.7131
N 0.0197 0.3892 4.2754
N -1.2632 0.3991 3.6754
C -1.6884 -0.4755 2.7583
N -2.9314 -0.3178 2.2934
S -0.7589 -1.8187 2.2500
H 0.5015 -0.4351 3.9103
H -0.1190 0.2210 5.2710
H -1.7367 1.2880 3.7527
H -3.4472 0.5166 2.5285
H -3.1289 -0.6805 1.3679
N 1.9267 -4.9431 1.0775
N 1.0881 -3.8989 1.5996
H 2.0033 -5.6951 1.7607
H 2.8588 -4.5422 1.0084
H 1.2783 -3.7658 2.5945
H 0.1195 -4.1951 1.5133
N -2.0008 2.7910 -6.2300
C -2.1714 2.0171 -5.1025
C -2.2093 2.6104 -3.8367
C -2.4246 1.8425 -2.7117
C -2.6050 0.4683 -2.8280
C -2.5820 -0.1284 -4.0805
C -2.3646 0.6391 -5.2088
S -2.8262 -0.5070 -1.3901
O -3.4233 -1.7575 -1.7890
O -3.5161 0.2942 -0.4036
N -1.3448 -0.7250 -0.8040
C -0.6252 -1.7448 -1.1396
S -1.0556 -3.0701 -2.2118
C 0.5410 -3.7181 -2.0777
C 1.2839 -3.0106 -1.2251
N 0.6457 -1.8987 -0.6703
H -1.5942 3.7018 -6.1057
H -1.7170 2.3216 -7.0725
H -2.0786 3.6801 -3.7417
H -2.4618 2.3080 -1.7384
H -2.7518 -1.1912 -4.1721
H -2.3574 0.1709 -6.1842
H 0.8386 -4.6104 -2.5958
H 2.2967 -3.2368 -0.9405
O 4.7233 -1.1469 2.7232
S 3.6160 -2.0148 2.5104
O 3.6707 -3.3446 3.0160
O 3.2777 -2.0350 0.9386
O 2.2564 -1.3361 2.8638
C 2.6610 0.1479 -0.6820
H 2.4485 -0.3315 -1.6365
H 3.7361 0.1222 -0.5198
H 2.3373 1.1880 -0.7174
*
```

Its orbital gap is 7.164 eV. Its energy relative to the best compared isomer or geometry (same formula, charge and spin) is 12.3 kcal per mole. The value obtained for the HOMO energy is -0.2979 hartree.

Results of the Mulliken charge analysis, in e, for atoms 1 through 4: atom 1 (Ta): 0.174, atom 2 (Cl): -0.191, atom 3 (C): 0.296, atom 4 (C): 0.003

***

Record 2
# C32H79N5O4S

6 unconnected molecules or ions with the total composition C32H79N5O4S in a non-equilibrium geometry (ωB97M-V/def2-TZVPD, the Open Molecules 2025 dataset).

```
! wB97M-V def2-TZVPD RIJCOSX def2/J DEFGRID3
* xyz 0 1
O 1.2457 0.1249 -2.0439
S 1.8113 0.7690 -0.9148
O 3.0584 1.3978 -1.0794
O 0.7809 1.8209 -0.3140
C -0.1149 1.2251 0.6400
C 0.5430 -0.0934 1.0666
O 1.7602 -0.2005 0.3296
H -0.3232 1.9654 1.4081
H -1.0431 1.0308 0.1029
H -0.1087 -0.9148 0.7589
H 0.7507 -0.2028 2.1265
C -4.1145 -3.3227 -0.8519
C -3.1523 -2.6330 0.1074
N -2.4581 -1.4422 -0.3946
C -3.3615 -0.2957 -0.5101
C -3.6291 0.3769 0.8289
C -1.7917 -1.6674 -1.6827
C -0.7251 -2.7532 -1.6454
H -4.7474 -2.6316 -1.4121
H -4.7746 -3.9815 -0.2853
H -3.6208 -3.9224 -1.6194
H -3.6862 -2.3270 1.0072
H -2.3873 -3.3385 0.4333
H -2.9359 0.4439 -1.1927
H -4.3126 -0.5866 -0.9790
H -4.2814 1.2413 0.7099
H -4.0846 -0.3278 1.5278
H -2.7120 0.6998 1.3232
H -1.3653 -0.7134 -1.9996
H -2.5286 -1.9188 -2.4677
H -1.1718 -3.6242 -1.1605
H 0.1054 -2.4085 -1.0265
H -0.3893 -3.0508 -2.6340
C -5.4805 2.9052 2.7194
C -5.2286 3.9803 1.6744
N -4.5483 5.2018 2.0807
C -5.4645 6.0920 2.7744
C -4.8643 7.4719 3.0454
C -3.3609 4.9349 2.8855
C -2.3266 4.1579 2.1310
H -6.0873 2.0934 2.3089
H -6.1976 3.2814 3.4636
H -4.5973 2.5238 3.2190
H -4.6801 3.5253 0.8365
H -6.1607 4.2537 1.1738
H -6.3631 6.1923 2.1613
H -5.8310 5.6819 3.7346
H -4.3977 7.5325 4.0302
H -4.0851 7.6737 2.3063
H -5.5923 8.2797 2.9914
H -3.6214 4.4419 3.8367
H -2.9181 5.8870 3.1815
H -1.3446 4.2046 2.6120
H -2.1590 4.6087 1.1471
H -2.5515 3.1019 1.9687
C 1.1413 -3.3994 2.1849
C 0.3909 -4.6783 1.9281
N 1.2886 -5.7969 1.6921
C 0.6134 -7.0574 1.9536
C 0.5709 -7.3568 3.4324
C 1.8472 -5.6676 0.3512
C 2.8039 -6.7738 -0.0387
H 1.5920 -2.9807 1.2808
H 1.9775 -3.5938 2.8642
H 0.5763 -2.6078 2.6798
H -0.2740 -4.8674 2.7752
H -0.3441 -4.5377 1.1132
H -0.4442 -7.0065 1.6197
H 1.0358 -7.9063 1.4288
H 1.6133 -7.5060 3.7553
H 0.2789 -6.4944 4.0267
H 0.0540 -8.2860 3.6565
H 2.4257 -4.7414 0.3268
H 1.0779 -5.5749 -0.4359
H 3.1980 -6.5960 -1.0443
H 2.3829 -7.7772 -0.0696
H 3.6839 -6.8003 0.6094
C 6.4357 -0.3498 -0.9414
C 6.6255 -1.8589 -0.8502
N 5.8628 -2.4468 0.2742
C 4.4377 -2.1683 0.1591
C 3.7240 -2.5932 -1.1154
C 6.1568 -3.8698 0.2903
C 5.5189 -4.6595 1.4252
H 7.0986 0.0689 -1.6997
H 6.6232 0.0937 0.0360
H 5.4285 -0.0688 -1.2553
H 6.3285 -2.3437 -1.7884
H 7.6766 -2.0445 -0.6268
H 4.2409 -1.1128 0.3486
H 3.9430 -2.6685 0.9940
H 2.6512 -2.4180 -1.0172
H 3.8763 -3.6483 -1.3582
H 4.0498 -2.0794 -2.0233
H 5.8651 -4.3792 -0.6486
H 7.2369 -4.0265 0.3288
H 5.7715 -5.7185 1.3159
H 5.9012 -4.3604 2.4043
H 4.4311 -4.6172 1.4676
C 1.1454 3.8416 -5.6800
C 0.9796 3.7397 -4.1675
N -0.0731 4.5853 -3.6199
C -0.3417 4.2768 -2.2396
C 0.6298 4.9060 -1.2228
C -0.0081 5.9963 -3.9732
C -1.2757 6.7228 -3.5917
H 1.5258 4.7989 -6.0347
H 0.1682 3.7134 -6.1547
H 1.8021 3.0327 -5.9956
H 0.7233 2.6970 -3.9700
H 1.9466 3.9498 -3.6756
H -1.3150 4.6983 -1.9630
H -0.4453 3.2014 -2.1047
H 0.5065 4.4873 -0.2210
H 1.6725 4.6556 -1.4415
H 0.4610 5.9804 -1.1994
H 0.1418 6.0200 -5.0508
H 0.8594 6.4855 -3.4948
H -1.3626 7.7237 -4.0161
H -1.3542 6.8630 -2.5120
H -2.1357 6.1358 -3.9205
*
```

Its orbital gap is 8.357 eV. The value obtained for the HOMO energy is -0.2886 hartree.

Results of the Mulliken charge analysis, in e, for atoms 1 through 4: atom 1 (O): -0.581, atom 2 (S): 1.132, atom 3 (O): -0.642, atom 4 (O): -0.291

***

Record 3
# C21H36N5NiOSSi

A molecular structure, C21H36N5NiOSSi in a non-equilibrium geometry (ωB97M-V/def2-TZVPD, the Open Molecules 2025 dataset).

```
! wB97M-V def2-TZVPD RIJCOSX def2/J DEFGRID3
* xyz 1 3
Ni 10.6417 9.2154 8.9250
C 16.1028 9.1594 9.9187
Si 15.4342 9.0949 11.6535
C 15.9348 7.4942 12.5098
C 16.1443 10.5542 12.6247
C 13.5142 9.2499 11.7203
C 12.9588 9.4959 12.9768
C 11.5901 9.5578 13.2216
C 10.7725 9.3795 12.1405
N 11.2645 9.1616 10.9258
C 12.5885 9.1075 10.6862
S 12.9149 8.9044 8.9852
H 17.2073 9.2027 10.0134
H 15.7779 10.0382 9.3733
H 15.8499 8.2700 9.3354
H 17.0032 7.2929 12.2739
H 15.3431 6.6242 12.1686
H 15.8350 7.5680 13.6030
H 17.2320 10.4236 12.7228
H 15.7330 10.6368 13.6512
H 15.9812 11.4967 12.1271
H 13.6310 9.6268 13.7953
H 11.2129 9.7232 14.2076
H 9.6970 9.4320 12.2351
O 10.4701 9.6130 6.7860
C 9.3805 9.0669 6.0413
C 9.6708 7.6537 5.5532
C 10.2336 6.7788 6.6782
C 9.3391 6.6153 7.8720
C 8.4402 5.5487 7.9984
C 7.6332 5.4558 9.1280
C 7.8139 6.3793 10.1499
C 8.7367 7.3629 9.9429
N 9.4580 7.5136 8.8475
H 11.3079 9.4241 6.3290
H 9.1444 9.7198 5.1991
H 8.5258 9.1228 6.7250
H 10.4056 7.6764 4.7477
H 8.7324 7.2185 5.1646
H 11.2087 7.1499 6.9978
H 10.3701 5.7653 6.2682
H 8.3745 4.8201 7.2202
H 6.9427 4.6377 9.2463
H 7.2502 6.3398 11.0618
H 8.8697 8.1132 10.6945
C 8.2356 13.1162 6.9024
N 9.1247 12.3745 7.7994
C 10.5580 12.5292 7.5827
C 8.6260 11.6777 8.8641
N 9.1518 10.5485 9.2864
N 7.5430 12.2295 9.4876
C 6.8123 11.4095 10.4258
C 7.6574 13.6420 9.8489
H 8.3435 12.7703 5.8805
H 8.4888 14.1647 6.9225
H 7.2090 12.9883 7.2241
H 10.8936 13.5742 7.6865
H 10.8520 12.1761 6.6102
H 11.0972 11.9745 8.3478
H 8.7153 10.2913 10.1750
H 6.6417 10.4213 10.0030
H 5.8470 11.8648 10.6717
H 7.3442 11.2972 11.3729
H 8.4630 14.1060 9.2819
H 7.8435 13.7358 10.8992
H 6.7326 14.1761 9.6250
*
```

Its orbital gap (spin up / spin down) is 8.139 / 8.046 eV. Its energy relative to the best compared isomer or geometry (same formula, charge and spin) is 0.0 kcal per mole. The value obtained for the HOMO energy (spin up / spin down) is -0.3801 / -0.3802 hartree.

Results of the Mulliken charge analysis, in e, for atoms 1 through 4: atom 1 (Ni): 0.138, atom 2 (C): -1.045, atom 3 (Si): 0.260, atom 4 (C): -1.023

***

no.,M (u)
1,934.9
2,630.1
3,493.4